1.
A structure of composition C5H9ClO in a non-equilibrium geometry, computed with ωB97M-V/def2-TZVPD.

Calculated total energy   -731.15965 Ha
HOMO level   -9.2 eV

Geometry as ORCA input:
```
! wB97M-V def2-TZVPD RIJCOSX def2/J DEFGRID3
* xyz 0 1
C -1.67 0.10 0.71
C -0.58 -0.53 -0.12
C 0.49 -1.04 0.95
C 0.18 0.43 -1.12
C 0.72 1.70 -0.85
H -0.89 0.55 1.57
H -2.26 -0.56 1.28
H -2.23 1.05 0.22
H -1.03 -1.19 -0.61
H 0.24 -2.08 1.46
H 0.81 -0.22 1.70
H 1.88 -1.73 -0.89
H 0.50 2.56 -0.11
H 1.20 2.30 -1.72
O 1.76 -1.07 0.13
Cl 0.88 -0.27 -2.61
*
```

Löwdin atomic charge list, values in e, 6 entries: -0.0822 -0.3900 -0.1664 -0.6063 -0.0373 0.1119

2.
A structure of composition C19H31N2O6Ru in a non-equilibrium geometry, computed with ωB97M-V/def2-TZVPD.

Calculated total energy   -1397.89107 Ha
HOMO level (spin up / spin down)   -14.3 / -15.0 eV
<S²>   0.7530

Geometry as ORCA input:
```
! wB97M-V def2-TZVPD RIJCOSX def2/J DEFGRID3
* xyz 2 2
Ru 0.03 0.66 0.69
O 1.29 -2.58 3.32
C 0.67 -1.82 2.45
O 1.10 -0.76 2.05
C -0.67 -2.38 2.06
O -1.23 -1.57 1.03
C -1.70 -2.27 -0.05
C 0.78 -3.33 -1.30
O 0.18 -3.78 -2.19
O 1.37 -2.84 -0.42
H 2.15 -2.19 3.57
H -1.33 -2.40 2.93
H -0.52 -3.40 1.71
H -2.15 -1.65 -0.81
H -2.02 -3.29 0.11
C -3.76 0.24 2.15
C -2.60 0.86 2.91
C -3.11 1.96 3.87
C -1.54 1.49 2.05
C -0.25 1.75 2.57
C 0.77 2.35 1.79
C 0.52 2.75 0.44
C 1.58 3.36 -0.41
C -0.79 2.51 -0.08
C -1.78 1.87 0.69
H -4.39 -0.32 2.83
H -3.44 -0.43 1.36
H -4.39 1.02 1.70
H -2.11 0.09 3.52
H -3.57 2.77 3.30
H -2.31 2.37 4.48
H -3.87 1.54 4.53
H -0.01 1.38 3.56
H 1.77 2.43 2.19
H 1.51 3.00 -1.44
H 2.57 3.16 -0.02
H 1.43 4.44 -0.43
H -0.99 2.70 -1.13
H -2.72 1.61 0.22
C 3.14 0.11 -0.78
N 2.46 -0.52 -1.90
C 3.24 -1.56 -2.57
C 1.16 -0.27 -2.18
O 0.37 0.25 -1.32
N 0.67 -0.55 -3.39
C -0.77 -0.59 -3.60
C 1.45 -0.45 -4.63
H 3.88 0.83 -1.13
H 3.66 -0.65 -0.19
H 2.44 0.62 -0.13
H 3.71 -2.18 -1.80
H 4.03 -1.14 -3.20
H 2.60 -2.19 -3.18
H -1.27 -0.95 -2.70
H -0.99 -1.27 -4.42
H -1.16 0.40 -3.84
H 2.42 -0.01 -4.44
H 0.92 0.20 -5.32
H 1.58 -1.42 -5.11
*
```

Löwdin atomic charge list, values in e, 6 entries: 1.3156 0.2110 -0.4654 0.0196 -0.0703 -0.2105